ORCA calculation (the ωB97M-V functional and the def2-TZVPD basis) on an isolated ion of composition C17H17F5N and charge +1 in a non-equilibrium geometry.

Atoms and positions in Å:
C 5.09927 1.37479 1.02572
C 3.72539 0.78473 0.96611
C 3.47807 -0.57041 1.12857
C 2.19000 -1.08604 1.03854
C 1.12611 -0.25103 0.67098
C -0.17336 -0.87785 0.16588
N -0.15969 -0.84129 -1.34989
C 0.98898 -1.39177 -2.30204
C 0.68268 -2.05789 -3.65480
F 1.72130 -2.91857 -3.97951
F 0.60300 -1.17100 -4.71966
F -0.45457 -2.78302 -3.62723
C -1.47883 -0.28614 0.74550
C -2.61437 -1.10895 0.68192
C -3.89502 -0.56652 0.78908
C -4.08837 0.78319 1.06523
C -5.42936 1.42845 1.03923
C -2.94404 1.55231 1.30495
F -3.11022 2.88628 1.57094
C -1.65456 1.01283 1.26911
C 1.33941 1.12524 0.54757
C 2.64303 1.61350 0.68871
F 2.86278 2.95366 0.53300
H 5.83171 0.56899 1.10589
H 5.34227 1.96323 0.13408
H 5.20327 2.02891 1.89498
H 4.32086 -1.24305 1.36306
H 2.00935 -2.14349 1.19808
H -0.18691 -1.95829 0.25942
H -1.02293 -1.11326 -1.80838
H -0.18535 0.15279 -1.61877
H 1.54374 -2.16471 -1.78559
H 1.60135 -0.56706 -2.57174
H -2.49484 -2.16690 0.51063
H -4.77077 -1.20556 0.65533
H -6.18965 0.64693 0.96087
H -5.60961 2.01533 1.94509
H -5.56404 2.10159 0.17957
H -0.82154 1.64498 1.64607
H 0.53544 1.83506 0.33350

Cartesian forces, eV/Å:
0.37 -0.19 0.06
0.11 0.60 -0.42
0.14 -0.48 0.57
-0.19 0.23 -0.49
0.03 -0.51 -0.47
0.38 -0.28 1.83
0.27 1.92 -3.86
-0.23 -0.61 0.96
-0.22 -0.67 -2.08
-1.49 1.47 0.91
-0.07 -1.06 1.97
0.57 0.56 0.09
-0.27 -0.45 -0.15
-0.04 0.65 -0.58
0.08 -0.22 0.38
0.54 0.50 -0.44
-0.63 -0.07 0.05
0.19 -0.08 0.28
0.32 -1.33 0.00
0.33 0.89 -0.30
0.59 0.49 -0.26
-0.65 0.24 0.06
-0.24 -1.17 0.15
0.00 0.15 0.06
-0.18 -0.08 0.17
0.01 -0.02 -0.09
-0.53 0.43 -0.14
0.06 0.02 -0.10
0.16 -0.19 0.99
-0.75 -0.84 0.60
0.23 0.04 0.34
0.15 0.19 0.50
0.76 0.72 0.32
-0.02 -0.18 -0.31
0.30 0.16 0.09
-0.02 0.20 0.08
0.01 -0.09 -0.15
0.23 -0.16 0.24
-0.80 -0.53 -0.65
0.48 -0.30 -0.20

Output
Highest occupied orbital energy in Ha: -0.4577
Net charge: +1
Frontier orbital gap in eV: 9.24
Maximum force in Eh/bohr: 0.084